# 1
The following is a DFT calculation (the ωB97M-V functional and the def2-TZVPD basis) of 7 unconnected molecules or ions with the total composition C39H37N7O13 in a non-equilibrium geometry.

Summary:
- highest occupied orbital energy (eV) = -8.90
- SMILES = O=[N+]([O-])c1ccccc1.O=[N+]([O-])c1ccccc1.O=[N+]([O-])c1ccccc1.O=[N+]([O-])c1ccccc1.O=[N+]([O-])c1ccccc1.O=[N+]([O-])c1ccccc1.CN(C)C=O
- spin multiplicity = 1
- Kohn-Sham gap (eV) = 7.31
- largest force on an atom (hartree/bohr) = 0.3115
- charge = 0
- ΔE to the lowest compared entry with this formula, charge and spin (kcal/mol) = 510.30

Last column: Löwdin charge in e.
Positions of all 96 atoms, in Å:
C  4.563  1.366  -2.923  -0.106
C  5.920  0.982  -3.315  -0.040
C  7.101  0.914  -2.261  0.042
C  6.727  1.134  -0.836  -0.149
C  5.190  1.364  -0.446  0.074
C  4.117  1.544  -1.534  -0.032
N  7.736  1.147  0.144  -0.352
O  7.366  0.565  1.196  0.050
O  8.889  1.441  -0.267  0.054
H  3.795  1.504  -3.577  0.024
H  5.985  0.841  -4.365  0.061
H  8.080  0.636  -2.875  0.137
H  4.927  1.244  0.587  0.070
H  2.908  1.787  -1.434  0.124
C  -4.644  1.865  2.583  -0.103
C  -5.345  1.313  1.422  -0.030
C  -5.002  -0.124  1.006  0.028
C  -4.313  -1.026  2.064  -0.098
C  -3.630  -0.446  3.255  0.078
C  -3.832  1.111  3.452  -0.016
N  -4.051  -2.516  1.833  -0.309
O  -3.371  -3.259  2.608  0.038
O  -4.648  -2.960  0.820  0.018
H  -4.825  2.827  2.925  0.066
H  -6.009  1.886  0.710  0.105
H  -5.121  -0.569  0.008  0.086
H  -3.246  -1.089  4.082  0.112
H  -3.336  1.409  4.242  0.031
C  4.102  -2.185  -1.879  -0.038
C  4.822  -2.448  -0.549  0.055
C  4.100  -3.318  0.564  0.119
C  2.611  -3.636  0.358  -0.051
C  1.980  -3.092  -1.006  0.072
C  2.775  -2.545  -2.088  -0.068
N  1.834  -4.246  1.362  -0.383
O  0.735  -3.769  1.672  0.048
O  2.382  -4.996  2.144  0.077
H  4.521  -1.773  -2.761  0.077
H  5.858  -2.427  -0.524  0.046
H  4.455  -3.527  1.380  -0.018
H  1.061  -3.316  -1.245  -0.010
H  2.443  -2.467  -2.990  0.036
C  -1.032  -7.034  0.267  -0.091
C  -0.295  -7.382  -0.912  0.009
C  -0.185  -6.297  -2.071  0.072
C  -1.033  -5.022  -1.988  -0.101
C  -1.841  -4.745  -0.659  0.044
C  -1.692  -5.764  0.434  -0.081
N  -1.196  -4.188  -3.198  -0.384
O  -2.030  -4.441  -4.012  0.128
O  -0.662  -3.099  -3.009  0.039
H  -1.322  -7.826  1.065  0.132
H  0.179  -8.139  -0.914  -0.037
H  0.431  -6.341  -3.017  0.104
H  -2.582  -3.954  -0.354  0.080
H  -2.209  -5.572  1.455  0.119
C  -3.741  1.691  -2.653  -0.138
C  -3.145  0.382  -3.042  -0.024
C  -1.578  0.331  -3.507  0.043
C  -0.739  1.555  -3.186  -0.102
C  -1.485  2.902  -2.957  0.048
C  -2.986  2.865  -2.650  -0.095
N  0.768  1.503  -3.418  -0.347
O  1.295  0.417  -3.732  0.032
O  1.396  2.495  -3.159  0.072
H  -4.823  1.594  -2.314  0.110
H  -3.681  -0.642  -3.218  0.111
H  -0.896  -0.634  -3.889  0.140
H  -0.968  3.869  -2.856  0.094
H  -3.536  3.761  -2.342  0.092
C  -2.898  5.693  2.688  -0.123
C  -1.860  4.588  2.719  0.025
C  -0.687  4.965  3.592  0.073
C  -0.551  6.274  4.360  -0.071
C  -1.750  7.289  4.201  0.064
C  -2.868  6.883  3.320  -0.134
N  0.549  6.515  5.256  -0.315
O  0.712  7.705  5.824  -0.007
O  1.420  5.641  5.388  0.070
H  -3.724  5.321  2.007  0.108
H  -2.010  3.708  2.228  0.024
H  -0.089  4.239  3.709  0.010
H  -1.553  8.283  4.725  0.117
H  -3.707  7.722  3.090  0.151
C  0.962  0.289  0.411  -0.272
O  1.483  1.368  0.538  0.006
N  -0.453  0.190  0.416  -0.186
C  -1.056  -1.080  -0.078  -0.050
C  -1.218  1.288  0.571  -0.117
H  1.646  -0.602  0.335  0.145
H  -1.215  -2.052  0.480  0.082
H  -0.631  -1.282  -1.027  0.045
H  -2.142  -1.108  -0.225  0.062
H  -2.417  1.024  0.752  0.134
H  -1.106  1.822  -0.408  0.086
H  -0.856  1.889  1.423  0.081

=====

# 2
The following is a DFT calculation (the ωB97M-V functional and the def2-TZVPD basis) of 9 unconnected molecules or ions with the total composition C12H24BCl16O2 in a non-equilibrium geometry.

Summary:
- highest occupied orbital energy (eV) = -4.28
- spin multiplicity = 1
- Kohn-Sham gap (eV) = 6.32
- largest force on an atom (hartree/bohr) = 0.0267
- charge = -1

Last column: natural (NBO) charge in e.
Positions of all 55 atoms, in Å:
C  3.164  1.452  0.517  -0.470
C  2.275  0.485  0.154  -0.396
B  2.627  -1.139  0.118  0.585
O  3.843  -1.368  0.980  -0.729
C  4.965  -1.506  0.145  -0.074
C  4.389  -1.323  -1.276  -0.101
O  3.048  -1.734  -1.191  -0.742
H  2.790  2.309  1.099  0.167
H  4.228  1.382  0.279  0.171
H  1.271  0.850  -0.120  0.166
H  1.659  -1.740  0.566  -0.130
H  5.706  -0.696  0.284  0.135
H  5.428  -2.490  0.335  0.139
H  4.392  -0.226  -1.460  0.142
H  4.980  -1.718  -2.117  0.146
C  2.649  -1.535  -4.623  -0.396
Cl  1.543  -2.436  -5.691  -0.074
Cl  2.400  0.209  -4.714  -0.023
H  2.494  -1.857  -3.595  0.279
H  3.662  -1.748  -4.943  0.217
C  -0.540  -4.650  -3.714  -0.399
Cl  -0.041  -4.579  -2.023  -0.001
Cl  -1.000  -6.294  -4.202  -0.053
H  -1.395  -3.997  -3.851  0.217
H  0.284  -4.323  -4.335  0.233
C  -2.648  -3.163  0.024  -0.402
Cl  -3.711  -1.785  -0.319  -0.054
Cl  -1.246  -2.713  0.988  0.020
H  -3.216  -3.913  0.563  0.212
H  -2.302  -3.558  -0.924  0.226
C  0.764  4.584  -0.783  -0.399
Cl  1.242  4.836  0.901  -0.029
Cl  0.276  2.922  -1.120  -0.001
H  -0.075  5.238  -0.991  0.209
H  1.603  4.830  -1.424  0.216
C  -1.653  0.143  -4.625  -0.400
Cl  -1.937  1.884  -4.731  -0.035
Cl  -2.358  -0.538  -3.161  -0.020
H  -2.097  -0.337  -5.489  0.213
H  -0.587  -0.031  -4.601  0.234
C  -5.349  -0.713  3.180  -0.394
Cl  -5.754  0.963  3.576  -0.031
Cl  -6.718  -1.800  3.468  -0.040
H  -5.077  -0.770  2.133  0.240
H  -4.519  -1.027  3.802  0.229
C  2.943  7.457  3.509  -0.398
Cl  1.513  8.054  2.660  -0.027
Cl  2.970  5.697  3.668  -0.004
H  3.825  7.765  2.959  0.218
H  2.949  7.888  4.503  0.215
C  -6.789  -0.627  6.985  -0.394
Cl  -5.692  -1.924  7.479  -0.029
Cl  -6.998  0.583  8.259  -0.034
H  -6.380  -0.139  6.108  0.229
H  -7.755  -1.061  6.758  0.221

=====

# 3
The following is a DFT calculation (the ωB97M-V functional and the def2-TZVPD basis) of C15H17N3O6 in the gas phase in a non-equilibrium geometry.

Summary:
- highest occupied orbital energy (eV) = -8.24
- SMILES = COc1ccc(CCNC(=O)c2noc(C)c2[N+](=O)[O-])cc1OC
- spin multiplicity = 1
- Kohn-Sham gap (eV) = 7.68
- largest force on an atom (hartree/bohr) = 0.0370
- charge = 0
- ΔE to the lowest compared entry with this formula, charge and spin (kcal/mol) = 72.32

Last column: natural (NBO) charge in e.
Positions of all 41 atoms, in Å:
C  0.101  -3.672  -1.114  -0.251
H  1.018  -4.220  -1.329  0.198
O  0.450  -2.729  -0.129  -0.513
C  -0.491  -1.808  0.246  0.205
C  -1.815  -1.835  -0.177  -0.225
C  -2.690  -0.810  0.130  -0.219
C  -2.273  0.270  0.890  -0.020
C  -0.978  0.256  1.390  -0.279
C  -0.081  -0.757  1.082  0.308
O  1.200  -0.573  1.553  -0.542
C  1.953  -1.705  1.940  -0.245
H  2.753  -1.320  2.573  0.187
H  2.378  -2.222  1.076  0.188
H  1.345  -2.407  2.513  0.182
H  -0.622  1.066  2.010  0.228
C  -3.105  1.514  1.016  -0.431
H  -4.162  1.279  1.132  0.221
H  -2.774  2.098  1.876  0.208
C  -2.914  2.348  -0.274  -0.220
N  -1.517  2.371  -0.646  -0.621
C  -1.053  1.459  -1.523  0.655
O  -1.743  0.890  -2.340  -0.587
C  0.417  1.137  -1.447  0.070
N  0.829  0.221  -2.278  -0.064
O  2.127  -0.051  -2.024  -0.247
C  2.561  0.694  -1.022  0.430
C  1.517  1.503  -0.588  -0.115
N  1.658  2.404  0.486  0.547
O  0.682  3.012  0.892  -0.412
O  2.769  2.534  0.955  -0.369
C  3.950  0.540  -0.557  -0.674
H  3.952  0.325  0.511  0.259
H  4.498  1.471  -0.693  0.257
H  4.432  -0.262  -1.109  0.238
H  -0.882  2.757  0.047  0.423
H  -3.267  3.370  -0.127  0.203
H  -3.456  1.887  -1.102  0.231
H  -3.695  -0.840  -0.262  0.215
H  -2.163  -2.642  -0.800  0.217
H  -0.659  -4.371  -0.752  0.174
H  -0.252  -3.180  -2.024  0.191

=====

# 4
The following is a DFT calculation (the ωB97M-V functional and the def2-TZVPD basis) of 6 unconnected molecules or ions with the total composition C17H27Cl6FO6 in a non-equilibrium geometry.

Summary:
- highest occupied orbital energy (eV) = -9.41
- SMILES = CCOC(=O)OC.CCOC(=O)OC.Fc1ccccc1.ClCCl.ClCCl.ClCCl
- spin multiplicity = 1
- Kohn-Sham gap (eV) = 9.68
- largest force on an atom (hartree/bohr) = 0.0688
- charge = 0
- ΔE to the lowest compared entry with this formula, charge and spin (kcal/mol) = 38.54

Last column: natural (NBO) charge in e.
Positions of all 57 atoms, in Å:
C  -1.995  2.722  0.814  -0.382
Cl  -0.835  2.656  -0.508  -0.017
Cl  -2.724  4.382  0.829  -0.051
H  -2.854  2.073  0.642  0.222
H  -1.480  2.449  1.735  0.228
C  3.481  6.308  -1.609  -0.353
Cl  3.622  7.236  -0.070  -0.040
Cl  1.978  7.052  -2.339  -0.071
H  4.315  6.482  -2.289  0.232
H  3.153  5.298  -1.366  0.231
C  -6.586  1.291  -4.777  -0.404
Cl  -5.958  0.829  -3.196  -0.024
Cl  -5.342  1.147  -6.043  -0.016
H  -7.551  0.819  -4.963  0.226
H  -6.845  2.345  -4.678  0.219
C  -0.934  -0.230  9.206  -0.640
C  -1.465  1.191  9.168  -0.068
O  -2.750  1.342  8.555  -0.487
C  -2.858  1.290  7.268  0.987
O  -1.894  1.104  6.512  -0.668
O  -4.155  1.328  6.972  -0.493
C  -4.590  1.154  5.642  -0.262
H  -0.094  -0.253  9.900  0.217
H  -0.513  -0.593  8.268  0.227
H  -1.660  -0.895  9.673  0.217
H  -0.768  1.930  8.771  0.197
H  -1.636  1.417  10.221  0.190
H  -5.651  0.905  5.642  0.195
H  -4.221  0.222  5.214  0.196
H  -4.520  2.034  5.002  0.193
C  3.911  -2.249  -10.895  -0.622
C  3.849  -2.029  -9.437  -0.063
O  3.234  -0.831  -9.124  -0.513
C  3.412  -0.202  -7.923  1.001
O  4.240  -0.474  -7.092  -0.612
O  2.448  0.851  -7.857  -0.519
C  2.491  1.668  -6.635  -0.266
H  4.187  -3.275  -11.137  0.223
H  4.598  -1.522  -11.327  0.214
H  2.902  -2.061  -11.262  0.215
H  4.880  -1.967  -9.091  0.181
H  3.367  -2.815  -8.856  0.176
H  2.389  1.092  -5.715  0.191
H  1.581  2.260  -6.537  0.201
H  3.368  2.306  -6.522  0.191
F  1.105  -7.047  4.685  -0.327
C  1.122  -5.823  4.086  0.391
C  1.039  -5.790  2.729  -0.276
C  0.889  -4.562  2.046  -0.198
C  0.862  -3.407  2.758  -0.227
C  1.127  -3.421  4.147  -0.193
C  1.310  -4.645  4.768  -0.281
H  1.084  -6.771  2.279  0.227
H  0.727  -4.552  0.978  0.219
H  0.490  -2.553  2.212  0.217
H  1.170  -2.497  4.703  0.224
H  1.548  -4.716  5.819  0.226

=====

# 5
The following is a DFT calculation (the ωB97M-V functional and the def2-TZVPD basis) of a molecular structure, F2H10O5Pb in a non-equilibrium geometry.

Summary:
- highest occupied orbital energy (eV) = -8.15
- spin multiplicity = 1
- Kohn-Sham gap (eV) = 7.66
- largest force on an atom (hartree/bohr) = 0.0879
- charge = 0
- ΔE to the lowest compared entry with this formula, charge and spin (kcal/mol) = 0.00

Last column: natural (NBO) charge in e.
Positions of all 18 atoms, in Å:
Pb  8.873  -25.632  -17.465  1.572
F  6.502  -26.279  -17.342  -0.864
F  8.165  -23.335  -17.065  -0.858
O  8.095  -25.873  -19.944  -0.938
H  8.652  -25.668  -20.704  0.480
H  7.532  -26.599  -20.236  0.498
O  10.832  -25.331  -15.834  -0.952
H  11.335  -26.045  -15.423  0.483
H  11.343  -24.531  -15.651  0.498
O  8.326  -27.172  -15.385  -0.944
H  8.111  -28.059  -15.081  0.489
H  8.281  -26.622  -14.594  0.486
O  10.705  -24.119  -18.641  -0.949
H  11.630  -24.390  -18.648  0.473
H  10.721  -23.172  -18.830  0.502
O  10.162  -27.824  -18.078  -0.947
H  11.082  -27.871  -17.793  0.479
H  9.923  -28.738  -18.281  0.491